The following is a DFT calculation (ωB97M-V with the def2-TZVPD basis set) of C39H45MnN10O5Sb as an isolated structure.

```
101
C39H45MnN10O5Sb ωB97M-V with the def2-TZVPD basis set
Mn -0.189 1.164 -1.024
C -4.159 -3.023 -1.524
N -3.499 -1.698 -1.603
C -2.273 -1.383 -2.006
N -2.061 -0.071 -1.864
C -3.261 0.363 -1.380
N -4.143 -0.586 -1.206
C -4.696 -3.290 -0.137
C -6.053 -3.199 0.134
C -6.509 -3.303 1.442
C -5.610 -3.393 2.495
C -4.247 -3.473 2.235
C -3.812 -3.513 0.914
C -3.265 -3.285 3.385
N -3.303 -4.334 4.405
N -2.088 -4.779 4.541
C -1.281 -4.183 3.701
O -1.940 -3.287 2.921
C 0.140 -4.338 3.483
C 0.922 -5.109 4.332
C 2.292 -5.177 4.124
C 2.884 -4.491 3.077
C 2.104 -3.741 2.205
C 2.842 -3.070 1.062
N 2.050 -2.271 0.121
C 1.680 -1.001 0.176
N 1.065 -0.659 -0.963
C 1.095 -1.815 -1.683
N 1.676 -2.802 -1.057
C 0.737 -3.664 2.409
H -3.407 -3.756 -1.819
H -4.959 -3.031 -2.261
H -1.575 -2.115 -2.372
H -3.473 1.393 -1.140
H -6.758 -3.029 -0.670
H -7.569 -3.252 1.645
H -5.959 -3.373 3.519
H -2.754 -3.632 0.704
H 0.452 -5.636 5.150
H 2.907 -5.766 4.790
H 3.955 -4.551 2.934
H 3.321 -3.822 0.435
H 3.627 -2.422 1.457
H 1.858 -0.365 1.027
H 0.721 -1.907 -2.688
H 0.107 -3.082 1.747
O -3.605 -2.064 4.090
C -3.383 -0.725 3.940
O -3.779 0.012 4.786
C -2.546 -0.214 2.790
C -2.357 -1.027 1.699
C -1.406 -0.729 0.774
N -0.859 0.477 0.738
C -1.202 1.385 1.656
C -1.966 1.056 2.771
C -0.743 2.767 1.249
O -0.702 3.691 2.013
O -0.422 2.830 -0.038
H -2.941 -1.894 1.560
H -1.111 -1.439 0.018
H -2.137 1.783 3.553
C 4.444 0.145 -1.608
C 4.135 1.195 -0.547
C 5.328 2.080 -0.210
Sb 2.450 2.441 -1.113
C 2.699 4.252 0.033
C 2.615 3.987 1.530
C 1.732 5.331 -0.431
C 2.739 3.057 -3.162
C 4.063 3.798 -3.283
C 2.609 1.916 -4.164
H 5.150 -0.581 -1.204
H 4.916 0.598 -2.481
H 3.560 -0.396 -1.948
H 3.801 0.699 0.366
H 5.650 2.684 -1.058
H 6.161 1.430 0.061
H 5.137 2.743 0.631
H 3.726 4.512 -0.245
H 1.589 3.818 1.841
H 2.973 4.867 2.067
H 3.231 3.143 1.849
H 0.702 5.046 -0.219
H 1.834 5.554 -1.496
H 1.941 6.252 0.114
H 1.916 3.763 -3.302
H 4.914 3.129 -3.149
H 4.158 4.626 -2.581
H 4.133 4.212 -4.290
H 3.488 1.272 -4.144
H 2.535 2.325 -5.173
H 1.730 1.293 -3.992
C -2.439 4.672 -3.882
C -1.142 4.005 -4.362
C -0.693 2.994 -3.423
N -0.338 2.197 -2.678
H -2.701 5.466 -4.576
H -2.313 5.105 -2.891
H -3.257 3.956 -3.855
H -0.335 4.736 -4.462
H -1.272 3.523 -5.333
```

Values from the calculation:
- ⟨S²⟩ = 3.773
- 2S+1 = 4
- charge = +2
- HOMO-LUMO gap (alpha / beta) (eV) = 1.84 / 2.47
- relative energy (zero: lowest compared OMol25 entry of this formula, charge and spin) (eV) = 3.696
- F_max (eV Å⁻¹) = 5.543